ORCA calculation (ωB97M-V with the def2-TZVPD basis set) on a cluster of 2 separate species, C3H7O4 in total.

Geometry (Å):
O (-0.1770, 1.3308, 0.8869)
C (0.4023, 0.2530, 1.1621)
O (0.7138, -0.2207, 2.2641)
C (1.0265, -0.5184, -0.1056)
C (0.1747, -0.5331, -1.3340)
O (0.9563, -0.7503, -2.5678)
H (1.3549, -1.4905, 0.2730)
H (1.9459, 0.0739, -0.1781)
H (-0.4822, -1.4017, -1.3352)
H (-0.2545, 0.4509, -1.4726)
H (1.8800, -0.8779, -2.3378)
H (-2.1193, 1.2480, 0.3187)
H (-2.5684, -0.0185, 0.8931)
O (-2.6487, 0.4858, 0.0611)

As for the charge: -1. Its LUMO energy is 0.14149 Eh. The energy above the lowest of the compared OMol25 structures with the same formula, charge and spin is 46.99 kJ/mol.

These are the Mulliken partial charges, in e, on atoms 1 to 8: -0.750, 0.399, -0.731, -0.603, 0.009, -0.579, 0.305, 0.247

ORCA calculation (ωB97M-V with the def2-TZVPD basis set) on an isolated molecule of C4H10N2O.

Geometry (Å):
C (2.6141, -0.1678, -0.2595)
N (1.3240, 0.2354, -0.7465)
C (0.2444, -0.6055, -0.4339)
O (0.3380, -1.8134, -0.5685)
N (-0.8753, -0.0384, 0.1370)
C (-1.8393, -0.9373, 0.7526)
C (-1.3037, 1.3357, -0.0423)
H (2.7082, -0.1471, 0.8445)
H (2.8403, -1.1817, -0.5883)
H (3.3589, 0.5226, -0.6588)
H (1.1690, 1.2285, -0.7083)
H (-2.0964, -0.5920, 1.7632)
H (-1.3986, -1.9315, 0.8348)
H (-2.7528, -1.0157, 0.1511)
H (-0.7935, 1.8235, -0.8806)
H (-2.3691, 1.3453, -0.3066)
H (-1.1601, 1.9468, 0.8587)

Its LUMO energy is 0.02949 Eh. The energy above the lowest of the compared OMol25 structures with the same formula, charge and spin is 100.65 kJ/mol.

These are the Mulliken partial charges, in e, on atoms 1 to 8: -0.930, -0.253, 0.628, -0.639, 0.105, -1.000, -1.060, 0.277

ORCA calculation (ωB97M-V with the def2-TZVPD basis set) on a cluster of 3 separate species, CH7NO4 in total.

Geometry (Å):
N (0.4231, 1.5681, 1.1959)
C (-0.7649, 0.8754, 1.0904)
O (-1.8373, 1.4134, 1.1323)
O (-0.5313, -0.4896, 1.0727)
H (0.5051, 2.5255, 0.8966)
H (1.2386, 1.1438, 1.5965)
H (-0.8888, -0.8705, 0.2586)
O (-0.6150, -2.0688, -1.6008)
H (-1.4874, -2.1438, -1.1975)
H (-0.1717, -2.6451, -0.8882)
O (1.4894, 0.5065, -1.3986)
H (1.9586, 0.1892, -0.6305)
H (0.6814, -0.0043, -1.5274)

Its LUMO energy is 0.00445 Eh. The energy above the lowest of the compared OMol25 structures with the same formula, charge and spin is 107.76 kJ/mol.

These are the Mulliken partial charges, in e, on atoms 1 to 8: -0.326, 0.570, -0.520, -0.429, 0.191, 0.234, 0.264, -0.674

ORCA calculation (ωB97M-V with the def2-TZVPD basis set) on a structure of composition C3H3O3Pb.

Geometry (Å):
H (-0.2285, 0.4569, 0.5183)
O (-2.2571, 0.6957, -0.7957)
C (-2.0683, -0.0902, 0.0911)
O (-0.9059, -0.1698, 0.8035)
O (-2.8392, -1.0372, 0.5553)
Pb (-1.7603, -1.6955, 2.3429)
H (-3.9279, -1.3494, -0.0760)
C (-5.4770, -1.3749, -0.5331)
C (-4.8187, -2.2758, -1.0846)
H (-6.1821, -0.6308, -0.1898)

The spin multiplicity is 2. Its LUMO energy (spin up / spin down) is -0.04611 / -0.04431 Eh. As for the expectation value of S²: 0.753. The energy above the lowest of the compared OMol25 structures with the same formula, charge and spin is 320.58 kJ/mol.

These are the Mulliken partial charges, in e, on atoms 1 to 8: 0.352, -0.462, 0.773, -0.457, -0.428, 0.465, 0.452, -0.049